[1]
Density functional theory data (ωB97M-V/def2-TZVPD) for the ion C3H6NO3S with charge -1 at a distorted geometry.

```
14
Properties=species:S:1:pos:R:3:forces:R:3
S 1.950076 -1.499422 -0.230226 1.5 -2.5 -0.6
O 0.545892 2.020900 0.200818 -0.5 -0.1 -0.2
O -0.981785 0.470386 1.459388 -0.8 1.1 -0.1
O 2.496875 1.212141 -0.532136 -0.1 -0.6 0.0
N 0.907298 -0.277454 0.098993 -4.5 1.8 1.0
C -1.614918 -0.674806 -0.582020 0.6 3.3 -0.1
C -0.719938 -0.550112 0.595576 4.6 0.0 0.7
C 1.222632 1.010188 -0.059677 1.9 -0.3 -0.4
H -1.711842 -1.626819 -0.953915 -0.3 -2.3 -0.7
H 2.924273 0.296717 -0.699548 -1.0 1.0 0.4
H -0.651590 1.328515 1.016108 0.0 -0.8 0.3
H -1.252335 -0.005729 -1.417153 -0.5 -0.5 0.9
H -2.509043 -0.261748 -0.129134 -0.8 -0.2 -0.6
H -0.605590 -1.442751 1.232927 -0.1 0.0 -0.7
```
Forces are in eV/Å.

Summary:
Energy above the lowest of the compared OMol25 structures with the same formula, charge and spin in kJ/mol: 156.4
Structure (SMILES): C[C@H](O)N([S-])C(=O)O
2S+1: 1
Total charge: -1
Kohn-Sham gap in hartree: 0.239

[2]
Density functional theory data (ωB97M-V/def2-TZVPD) for a cluster of 2 separate species, C3H6NO4 in total at a distorted geometry.

```
14
Properties=species:S:1:pos:R:3:forces:R:3
O -0.026723 -1.746270 -2.382607 -0.2 -0.5 -0.1
O 0.257119 -1.375416 2.270202 0.0 -0.2 -0.6
O -0.243647 -1.952256 -0.138360 -0.3 -0.4 -0.6
O -0.303717 2.943495 -0.873447 0.4 -0.1 -0.2
N -0.127556 0.847376 0.104359 -0.5 1.7 -0.3
C 0.373708 0.182924 -1.070657 0.4 -1.6 0.2
C -0.333614 2.179290 0.077248 -0.6 -0.4 0.4
C -0.048343 -1.335708 -1.225905 0.6 1.3 0.4
H 0.121613 -1.707918 1.286950 -0.1 0.6 1.0
H 0.175864 0.731786 -1.986699 -0.3 0.1 0.3
H 1.458780 0.129591 -0.944883 0.2 0.0 -0.3
H -0.309832 0.412693 0.999726 0.4 -0.7 -0.3
H -0.619376 2.546560 1.072045 -0.1 0.1 0.3
H -0.374277 -1.856150 2.812034 0.0 0.0 -0.2
```
Forces are in eV/Å.

Summary:
Energy above the lowest of the compared OMol25 structures with the same formula, charge and spin in kJ/mol: 104.4
2S+1: 1
Total charge: -1
Kohn-Sham gap in hartree: 0.318

no.,LUMO (eV)
1,3.774
2,3.756